A cluster of 2 separate species, C2H6N2O4 in total in a non-equilibrium geometry. Source: the Open Molecules 2025 dataset; level of theory: ωB97M-V with the def2-TZVPD basis set.

The relative energy (zero: lowest compared OMol25 entry of this formula, charge and spin) comes out at 7.162 eV. The SMILES is C[N+](=O)[O-].C[N+](=O)[O-]. As for the frontier orbital gap: 10.9 eV.

Structure (XYZ):
```
14
Properties=species:S:1:pos:R:3:forces:R:3:lowdin_charge:R:1
C 0.983 1.560 -0.937 0.8 -0.9 0.2 0.032
N -0.397 2.034 -0.794 -2.3 1.2 1.8 -0.412
O -0.863 2.774 -1.645 0.7 -0.8 0.2 0.074
O -1.036 1.740 0.252 1.6 0.1 -2.0 0.019
H 0.996 0.725 -1.638 -0.2 0.2 -0.2 0.105
H 1.326 1.136 0.006 -0.2 0.3 0.0 0.096
H 1.642 2.351 -1.296 -0.4 0.0 0.0 0.105
C -0.858 -1.325 0.768 -0.2 0.1 0.0 0.031
N 0.206 -2.323 1.016 0.9 0.9 -0.2 -0.459
O 1.360 -1.901 1.019 -0.6 -0.2 0.0 0.039
O -0.119 -3.464 1.174 -0.1 -0.9 0.2 0.086
H -0.643 -0.462 1.398 -0.2 -0.1 -0.2 0.089
H -1.821 -1.800 0.957 0.2 0.2 0.1 0.102
H -0.776 -1.044 -0.282 0.0 0.0 0.1 0.094
```
Forces are in eV/Å.